36
Properties=species:S:1:pos:R:3 method="wB97M-V/def2-TZVPD" fmax_ev_per_a=0.7 e_above_lowest_kj_mol=24.0 orbital_gap_ev=9.129 e_lumo_ha=0.0248
C 0.34 -5.94 -0.78
H 1.22 -6.56 -0.66
O 0.83 -4.62 -0.85
C -0.07 -3.60 -1.00
C -1.45 -3.76 -1.10
C -2.25 -2.65 -1.25
C -1.71 -1.38 -1.32
C -0.33 -1.21 -1.22
C 0.48 -2.32 -1.06
H 1.55 -2.22 -0.98
C 0.29 0.17 -1.29
N -0.27 1.04 -0.27
C 0.46 1.54 0.74
O 1.65 1.37 0.86
C -0.35 2.36 1.75
C 0.45 3.47 2.31
C 0.10 4.78 2.45
C 1.12 5.57 3.03
C 2.22 4.84 3.33
S 2.06 3.18 2.89
H 3.14 5.17 3.77
H 1.03 6.62 3.22
H -0.85 5.17 2.15
H -0.64 1.66 2.54
H -1.26 2.75 1.29
H -1.27 1.19 -0.30
C 0.09 0.79 -2.68
H 0.55 0.15 -3.43
H 0.56 1.77 -2.72
H -0.96 0.89 -2.91
H 1.36 0.11 -1.07
H -2.36 -0.53 -1.45
H -3.32 -2.77 -1.33
H -1.90 -4.74 -1.05
H -0.32 -6.08 0.08
H -0.18 -6.22 -1.70